Here is C4H5NO in the gas phase from OMol25. Energies are from ωB97M-V/def2-TZVPD.

Structure (XYZ):
```
11
C4H5NO | OMol25 | ωB97M-V/def2-TZVPD
C -1.70463 -0.08207 0.16595
C -0.22218 -0.25612 0.10565
N 0.34325 -1.43416 0.16926
O 1.69245 -1.21902 -0.02563
C 1.90623 0.09005 -0.20081
C 0.74133 0.77047 -0.11626
H -2.20120 -0.98586 0.52474
H -1.96886 0.75952 0.81330
H -2.07563 0.14221 -0.84029
H 2.92794 0.38317 -0.39666
H 0.56132 1.83179 -0.19923
```

Properties
LUMO level ... 1.03 eV
Highest occupied orbital energy ... -9.935 eV
F_max ... 0.45 eV/Å
2S+1 ... 1



Here is C4H5NO in the gas phase in a non-equilibrium geometry from OMol25. Energies are from ωB97M-V/def2-TZVPD.

Structure (XYZ):
```
11
C4H5NO | OMol25 | ωB97M-V/def2-TZVPD
C 0.82138 -0.57244 -1.25392
C 0.03550 0.01921 -0.12990
O 0.89167 0.55656 0.86988
C -1.27515 0.15604 -0.00647
C 0.32582 0.71272 2.02574
N -0.19388 0.83753 3.05570
H 1.76619 -1.00399 -0.91670
H 1.05059 0.20349 -1.99213
H 0.23075 -1.34212 -1.75521
H -1.96125 -0.35561 -0.66555
H -1.69163 0.78860 0.76856
```

Properties
LUMO level ... 0.72 eV
Highest occupied orbital energy ... -10.018 eV
F_max ... 1.11 eV/Å
2S+1 ... 1



Here is C4H5NO in the gas phase in a non-equilibrium geometry from OMol25. Energies are from ωB97M-V/def2-TZVPD.

Structure (XYZ):
```
11
C4H5NO | OMol25 | ωB97M-V/def2-TZVPD
C 1.15495 0.34081 0.03787
C -0.29583 -0.08096 -0.14999
N -0.66986 -1.20607 -0.60651
O 0.39714 -1.97414 -1.00597
C -1.40489 0.77187 0.16443
C -1.71644 1.44788 1.11006
H 1.55569 0.55556 -0.95514
H 1.33500 1.21596 0.67490
H 1.76292 -0.48447 0.42839
H -0.08944 -2.70812 -1.39049
H -1.92423 2.06260 1.93658
```

Properties
LUMO level ... 0.80 eV
Highest occupied orbital energy ... -9.157 eV
F_max ... 2.20 eV/Å
2S+1 ... 1



Here is C4H5NO in the gas phase from OMol25. Energies are from ωB97M-V/def2-TZVPD.

Structure (XYZ):
```
11
C4H5NO | OMol25 | ωB97M-V/def2-TZVPD
C 0.50421 0.03850 1.75026
C 0.53625 0.04772 0.42912
C 0.12460 -0.96722 -0.56011
C -0.49006 -0.25188 -1.49719
N -0.42713 1.16247 -1.19828
O 0.63388 1.24396 -0.24304
H -1.21185 1.31704 -0.56160
H 0.36069 -0.89765 2.26264
H 0.66092 0.97159 2.27821
H 0.18564 -2.04339 -0.45231
H -1.06343 -0.56431 -2.35770
```

Properties
LUMO level ... 1.01 eV
Highest occupied orbital energy ... -8.760 eV
F_max ... 0.76 eV/Å
2S+1 ... 1



Here is 2 unconnected molecules or ions with the total composition C4H5NO in a non-equilibrium geometry from OMol25. Energies are from ωB97M-V/def2-TZVPD.

Structure (XYZ):
```
11
C4H5NO | OMol25 | ωB97M-V/def2-TZVPD
O 2.07967 -0.45583 -0.93685
C 1.70218 0.37796 -0.24832
N -0.45566 -1.62945 0.07313
C -1.57305 -1.19845 -0.34686
C 0.02079 1.68853 0.03609
C 1.28213 1.42799 0.52957
H -0.44859 -2.65082 0.10001
H -1.69817 -0.11729 -0.43950
H -2.41655 -1.84065 -0.62983
H -0.42768 2.54612 0.56780
H 1.93493 1.85189 1.29475
```

Properties
LUMO level ... 0.47 eV
Highest occupied orbital energy ... -8.435 eV
F_max ... 1.26 eV/Å
2S+1 ... 1



Here is C4H5NO in the gas phase from OMol25. Energies are from ωB97M-V/def2-TZVPD.

Structure (XYZ):
```
11
C4H5NO | OMol25 | ωB97M-V/def2-TZVPD
N -1.42678 1.16835 0.02090
C -0.95321 -0.17791 0.04501
O -1.39196 -1.18578 0.83669
C 0.38239 -0.47128 0.59367
C 1.50909 -0.49797 -0.29151
C 2.49277 -0.26788 -0.96507
H -2.40204 1.18280 -0.25387
H -1.34148 1.62681 0.91930
H 0.55236 -0.69896 1.63710
H -0.88942 -0.54673 -0.99301
H 3.36667 -0.09683 -1.56800
```

Properties
LUMO level (alpha / beta) ... -1.03 / -0.93 eV
Highest occupied orbital energy (alpha / beta) ... -9.996 / -9.147 eV
F_max ... 0.83 eV/Å
2S+1 ... 1



Here is a molecular structure, C4H5NO in a non-equilibrium geometry from OMol25. Energies are from ωB97M-V/def2-TZVPD.

Structure (XYZ):
```
11
C4H5NO | OMol25 | ωB97M-V/def2-TZVPD
N -1.57596 1.15813 0.12146
C -0.93602 -0.08398 -0.03843
O -1.18502 -1.18191 0.74690
C 0.37688 -0.33651 0.53025
C 1.53704 -0.44216 -0.30686
C 2.55302 -0.42008 -0.96102
H -2.55040 1.03543 -0.12606
H -1.48348 1.45580 1.08324
H 0.60807 -0.33123 1.57337
H -0.90943 -0.38392 -1.08329
H 3.43353 -0.41610 -1.56220
```

Properties
LUMO level (alpha / beta) ... -0.29 / -0.29 eV
Highest occupied orbital energy (alpha / beta) ... -9.756 / -9.755 eV
F_max ... 1.97 eV/Å
2S+1 ... 1



Here is C4H5NO in the gas phase in a non-equilibrium geometry from OMol25. Energies are from ωB97M-V/def2-TZVPD.

Structure (XYZ):
```
11
C4H5NO | OMol25 | ωB97M-V/def2-TZVPD
C -1.42979 -0.06735 -0.89465
C -0.27539 0.49298 -0.23021
C 1.87296 -0.49071 1.59891
O 2.41095 -0.86697 2.55628
C 1.99305 -0.19242 0.25906
N 1.30244 0.21835 -0.65905
H -1.62984 -1.06243 -0.45613
H -1.38379 -0.21507 -1.97212
H -2.35762 0.49719 -0.75302
H -0.25580 1.57981 -0.24446
H -0.24718 0.10661 0.79537
```

Properties
LUMO level ... -0.45 eV
Highest occupied orbital energy ... -8.527 eV
F_max ... 3.89 eV/Å
2S+1 ... 1



Q: 2S+1 of number 3 (C4H5NO)?
A: 1



Q: Which of these has the lowest F_max?
A: number 1



Copy entry 8 word for word.
Here is C4H5NO in the gas phase in a non-equilibrium geometry from OMol25. Energies are from ωB97M-V/def2-TZVPD.

Structure (XYZ):
```
11
C4H5NO | OMol25 | ωB97M-V/def2-TZVPD
C -1.42979 -0.06735 -0.89465
C -0.27539 0.49298 -0.23021
C 1.87296 -0.49071 1.59891
O 2.41095 -0.86697 2.55628
C 1.99305 -0.19242 0.25906
N 1.30244 0.21835 -0.65905
H -1.62984 -1.06243 -0.45613
H -1.38379 -0.21507 -1.97212
H -2.35762 0.49719 -0.75302
H -0.25580 1.57981 -0.24446
H -0.24718 0.10661 0.79537
```

Properties
LUMO level ... -0.45 eV
Highest occupied orbital energy ... -8.527 eV
F_max ... 3.89 eV/Å
2S+1 ... 1



Repeat the eighth record exactly.
Here is C4H5NO in the gas phase in a non-equilibrium geometry from OMol25. Energies are from ωB97M-V/def2-TZVPD.

Structure (XYZ):
```
11
C4H5NO | OMol25 | ωB97M-V/def2-TZVPD
C -1.42979 -0.06735 -0.89465
C -0.27539 0.49298 -0.23021
C 1.87296 -0.49071 1.59891
O 2.41095 -0.86697 2.55628
C 1.99305 -0.19242 0.25906
N 1.30244 0.21835 -0.65905
H -1.62984 -1.06243 -0.45613
H -1.38379 -0.21507 -1.97212
H -2.35762 0.49719 -0.75302
H -0.25580 1.57981 -0.24446
H -0.24718 0.10661 0.79537
```

Properties
LUMO level ... -0.45 eV
Highest occupied orbital energy ... -8.527 eV
F_max ... 3.89 eV/Å
2S+1 ... 1